This record from OMol25 describes a single C4H7N molecule at a distorted geometry. The level of theory is ωB97M-V/def2-TZVPD.

Each line ends with the Mulliken charge.
Atoms and positions in Å:
C (0.9514, -0.4105, 0.2206)  0.75
C (-0.5265, -0.5226, 0.7075)  -0.51
C (1.4615, 1.0139, -0.2695)  -1.02
C (-1.6579, -0.3767, -0.1674)  -0.85
N (1.7347, -1.3701, 0.3486)  -0.58
H (-0.4504, -1.3846, 1.3571)  0.32
H (2.0951, 1.2644, 0.4811)  0.35
H (0.6707, 1.7331, -0.1291)  0.31
H (1.8871, 0.9727, -1.2514)  0.32
H (-1.5342, -0.6899, -1.1786)  0.33
H (-1.9547, 0.6675, -0.2683)  0.28
H (-2.6768, -0.8972, 0.1494)  0.29

Properties
ΔE to the lowest compared entry with this formula, charge and spin = 389.3 kJ/mol
LUMO level (spin up / spin down) = -0.50 / -0.23 eV
F_max = 0.075 Eh/bohr
HOMO-LUMO gap (spin up / spin down) = 0.32000 / 0.31252 Ha